The ion C5H8NO with charge +1 in a non-equilibrium geometry. Source: the OMol25 dataset; level of theory: ωB97M-V with the def2-TZVPD basis set.

ORCA input file:
```
! RIJCOSX wB97M-V def2-TZVPD def2/J DEFGRID3
* xyz 1 1
C -0.78 -0.19 -0.23
C -1.56 0.72 -1.17
C 0.44 -0.21 0.35
C 1.26 0.94 0.16
C 0.88 -1.29 1.19
N -1.86 -0.97 -0.16
O -2.55 -0.34 -1.01
H -1.81 1.78 -1.01
H -1.46 0.60 -2.25
H 2.20 0.84 0.75
H 0.57 1.84 0.47
H 1.39 1.22 -1.01
H 0.16 -2.11 1.20
H 1.42 -1.10 2.10
H 1.71 -1.74 0.62
*
```

Calculated values
E_tot: -8840.3380 eV
Orbital gap: 9.0 eV
ΔE to the lowest compared entry with this formula, charge and spin: 102.0 kcal per mole
HOMO level: -15.672 eV